1.
Formula: C2H2ClFO
Source: OMol25
Level of theory: wB97M-V/def2-TZVPD

The total energy comes out at -19392.49480 eV. As for the HOMO energy: -11.2 eV. Its SMILES is F[C@@]1(Cl)CO1. Its energy above the lowest of the compared OMol25 structures with the same formula, charge and spin is 48.61 kJ/mol. As for the lowest unoccupied orbital energy: 0.892 eV.

Last column: natural (NBO) charge in e.
Element x y z (Å)
1 F -1.71733 1.96385 -0.58062  -0.32
2 C -1.01269 0.94249 -1.10388  0.53
3 Cl -0.45718 1.34481 -2.71368  -0.02
4 C -0.25599 0.06776 -0.21298  -0.14
5 O -1.47262 -0.29868 -0.85263  -0.45
6 H 0.63159 -0.42661 -0.58468  0.20
7 H -0.32824 0.21822 0.85686  0.20

Atomic forces in eV per Å
F -0.2 -0.1 -0.1
C 0.8 0.3 0.5
Cl -0.2 -0.1 0.1
C 0.7 0.5 0.2
O -1.2 -0.6 -0.5
H 0.0 -0.1 0.0
H 0.0 0.0 0.0

2.
Formula: C22H36N4O3
Source: OMol25
Level of theory: wB97M-V/def2-TZVPD

The total energy comes out at -35503.22656 eV. As for the HOMO energy: -8.7 eV. Its SMILES is COCCCCC(=O)N[C@H]1CC[C@@H](N(C)C(=O)c2cnc3n2CC[C@@H](C)C3)CC1. Its energy above the lowest of the compared OMol25 structures with the same formula, charge and spin is 8.68 kJ/mol. As for the lowest unoccupied orbital energy: 0.657 eV.

Last column: natural (NBO) charge in e.
Element x y z (Å)
1 C -2.23639 2.24860 0.85041  -0.25
2 O -1.48522 1.97301 -0.30430  -0.55
3 C -2.16800 2.35289 -1.47840  -0.05
4 C -1.33571 1.96396 -2.68262  -0.42
5 C -1.12976 0.45556 -2.80575  -0.41
6 C -0.21297 0.08739 -3.97101  -0.49
7 C 1.15129 0.76541 -3.95752  0.69
8 O 1.64207 1.25107 -4.96516  -0.64
9 N 1.76281 0.78785 -2.74755  -0.67
10 C 3.08033 1.36684 -2.53353  -0.05
11 C 3.00106 2.51676 -1.52553  -0.40
12 C 2.43271 2.02185 -0.19354  -0.42
13 C 3.15143 0.76328 0.33807  -0.03
14 N 2.37056 0.13524 1.42106  -0.42
15 C 2.92309 0.22447 2.76171  -0.40
16 C 1.12478 -0.31796 1.14231  0.67
17 O 0.71590 -0.42263 -0.01900  -0.68
18 C 0.20089 -0.63862 2.24746  -0.04
19 C -0.00096 -0.09744 3.49681  -0.04
20 N -1.14731 -0.57190 4.05722  -0.48
21 C -1.66035 -1.38827 3.15673  0.38
22 N -0.89454 -1.46153 2.04108  -0.31
23 C -1.23528 -2.23698 0.84508  -0.20
24 C -2.28247 -3.28638 1.18664  -0.41
25 C -3.44496 -2.68563 1.97258  -0.21
26 C -4.57780 -3.68252 2.16713  -0.60
27 C -2.91433 -2.18558 3.31517  -0.44
28 C 3.57343 -0.29063 -0.70100  -0.41
29 C 4.07417 0.32550 -2.00524  -0.41
30 H -1.65507 1.92143 1.70848  0.20
31 H -2.44397 3.32073 0.94611  0.16
32 H -3.19182 1.71030 0.84224  0.16
33 H -3.14805 1.85408 -1.51096  0.15
34 H -2.34941 3.43547 -1.46596  0.17
35 H -1.81951 2.35049 -3.58312  0.21
36 H -0.36543 2.46538 -2.60250  0.21
37 H -0.73864 0.06607 -1.86387  0.23
38 H -2.09826 -0.03270 -2.95308  0.20
39 H -0.04150 -0.99250 -3.97942  0.22
40 H -0.66545 0.35227 -4.92660  0.23
41 H 1.29726 0.35105 -1.95629  0.43
42 H 3.40368 1.73864 -3.50308  0.24
43 H 4.00530 2.93045 -1.39283  0.20
44 H 2.36979 3.31793 -1.91293  0.22
45 H 2.50347 2.80495 0.56501  0.21
46 H 1.37052 1.81774 -0.32723  0.23
47 H 4.07192 1.11077 0.81351  0.20
48 H 2.46958 -0.51457 3.41468  0.23
49 H 3.99265 0.02061 2.71374  0.20
50 H 2.78274 1.21740 3.19690  0.19
51 H 0.61332 0.62497 4.01007  0.21
52 H -1.60522 -1.55020 0.08354  0.22
53 H -0.32761 -2.68870 0.45309  0.22
54 H -2.63761 -3.73346 0.25626  0.22
55 H -1.83187 -4.09200 1.77699  0.20
56 H -3.82675 -1.82405 1.41097  0.20
57 H -4.22244 -4.56986 2.69708  0.20
58 H -5.38967 -3.24776 2.75198  0.21
59 H -4.98785 -4.00537 1.20913  0.21
60 H -2.70625 -3.04441 3.96323  0.22
61 H -3.65192 -1.57312 3.83520  0.24
62 H 4.34742 -0.92313 -0.25952  0.21
63 H 2.73100 -0.94176 -0.92286  0.23
64 H 4.22695 -0.46705 -2.74027  0.22
65 H 5.04017 0.81633 -1.85700  0.20

Atomic forces in eV per Å
C 0.0 0.0 0.1
O 0.1 0.0 0.0
C 0.0 0.0 -0.1
C 0.0 0.0 0.1
C 0.0 0.1 0.1
C 0.1 0.0 -0.1
C -0.1 0.1 0.0
O 0.0 -0.1 0.1
N 0.1 -0.3 0.2
C 0.1 0.1 0.1
C 0.0 -0.1 0.1
C 0.0 -0.1 -0.1
C 0.1 0.0 0.0
N 0.0 0.2 0.1
C 0.1 -0.1 0.0
C -0.2 0.1 -0.2
O 0.1 -0.1 0.1
C -0.1 0.1 0.1
C 0.1 -0.1 0.0
N 0.0 0.1 -0.1
C 0.1 0.0 0.0
N -0.1 0.0 0.0
C 0.0 0.0 0.1
C 0.0 0.0 0.0
C 0.0 0.0 0.0
C 0.0 0.0 0.0
C 0.0 0.0 0.0
C 0.0 0.1 -0.1
C -0.1 0.0 0.0
H 0.0 0.0 0.1
H 0.0 0.0 0.0
H 0.0 0.0 0.0
H 0.0 0.0 0.0
H 0.0 0.0 0.0
H 0.0 0.0 0.0
H 0.0 0.0 0.0
H 0.0 0.0 0.0
H 0.0 0.0 0.0
H 0.0 0.0 0.0
H 0.0 0.0 0.0
H 0.1 0.1 -0.1
H 0.0 0.0 0.0
H 0.0 0.0 0.0
H 0.0 0.0 0.0
H 0.0 0.0 0.0
H 0.0 0.0 0.0
H 0.0 0.0 0.0
H 0.0 0.0 0.0
H 0.0 0.0 0.0
H 0.0 0.0 0.0
H -0.1 0.0 0.0
H 0.0 0.0 0.0
H 0.0 0.0 0.0
H 0.0 0.0 0.0
H 0.0 0.0 0.0
H 0.0 0.0 0.0
H 0.0 0.0 0.0
H 0.0 0.0 0.0
H 0.0 0.0 0.0
H 0.0 0.0 0.0
H 0.0 0.0 0.0
H 0.0 0.0 0.0
H 0.0 0.0 0.0
H 0.0 0.0 0.0
H 0.0 0.0 0.0

3.
Formula: C5H8N
Source: OMol25
Level of theory: wB97M-V/def2-TZVPD

The total energy comes out at -6794.17546 eV. As for the HOMO energy: -14.4 eV. The net charge is +1. Its energy above the lowest of the compared OMol25 structures with the same formula, charge and spin is 377.54 kJ/mol. As for the lowest unoccupied orbital energy: -5.831 eV.

Last column: natural (NBO) charge in e.
Element x y z (Å)
1 C 1.64487 0.25159 0.11812  0.10
2 C 1.08752 -0.53788 1.09272  -0.26
3 C 0.34741 0.96065 -0.30952  -0.11
4 C -0.18912 -0.24818 0.55823  0.36
5 C -1.44972 -1.00149 0.47411  -0.73
6 N -0.00997 1.26249 -1.63889  -0.79
7 H 2.52809 0.02655 -0.45883  0.25
8 H 1.64790 -0.91327 1.92679  0.28
9 H 0.11947 1.76610 0.38383  0.23
10 H -1.01821 -1.91978 -0.06184  0.30
11 H -2.36204 -0.47785 0.13154  0.28
12 H -1.73709 -1.19257 1.54886  0.29
13 H -1.01300 1.54488 -1.63054  0.42
14 H 0.40390 0.47877 -2.13459  0.39

Atomic forces in eV per Å
C -1.5 -0.4 -1.5
C -0.2 1.7 0.5
C -0.1 0.7 1.8
C 0.8 -0.1 -0.1
C 0.7 -0.5 1.1
N 0.3 -0.6 1.7
H 0.5 0.5 0.0
H -0.6 -1.1 0.2
H 0.5 0.6 -0.2
H -1.8 0.7 0.6
H 1.0 -0.3 -0.9
H 0.6 -0.7 -0.9
H 1.2 -0.7 -1.1
H -1.4 0.4 -1.4

4.
Formula: C16H50F9N18O12P
Source: OMol25
Level of theory: wB97M-V/def2-TZVPD

The total energy comes out at -102551.57804 eV. As for the HOMO energy (spin up / spin down): -6.7 / -6.7 eV. Its multiplicity is 2. The net charge is -1. As for the expectation value of S²: 0.7538. As for the lowest unoccupied orbital energy (spin up / spin down): 1.693 / 0.239 eV.

Last column: Löwdin spin population.
Element x y z (Å)
1 P 0.76391 0.81038 0.75900  0.00
2 F -0.20335 1.54413 -0.38131  0.00
3 F -0.41786 -0.34273 1.03974  0.00
4 F 1.36288 -0.01304 -0.52485  0.00
5 F 1.81556 0.01015 1.75448  0.00
6 F 1.85149 2.01238 0.64224  0.00
7 F 0.16087 1.59101 1.99333  0.00
8 C -6.01057 0.56211 -0.40226  0.07
9 O -4.62590 0.93868 -0.44101  0.00
10 O -6.50025 1.18424 0.74888  0.86
11 C -6.73483 0.91311 -1.78195  0.02
12 F -6.02369 1.79740 -2.56787  0.01
13 F -6.98865 -0.20878 -2.52631  0.00
14 F -7.95318 1.45673 -1.62889  0.00
15 C -3.74583 -0.12951 -1.06152  0.00
16 C -3.60577 -0.07995 -2.62084  0.00
17 H -3.08584 -0.99000 -2.92011  0.00
18 H -4.56105 -0.01083 -3.14120  0.00
19 H -3.18970 0.84062 -3.03016  0.00
20 H -3.97098 -1.13641 -0.70999  0.00
21 H -2.69797 -0.03300 -0.77729  0.00
22 H -6.08702 -0.50825 -0.21096  0.03
23 C 3.34272 -0.92489 -4.74987  0.00
24 O 3.91645 -1.87287 -5.22970  0.00
25 N 3.39750 -0.66911 -3.48590  0.00
26 N 2.48607 -0.19347 -5.28043  0.00
27 H 3.80542 -1.33837 -2.84888  0.00
28 H 2.83203 0.04901 -3.05620  0.00
29 H 2.01938 -0.67836 -6.03355  0.00
30 H 2.02643 0.54388 -4.76551  0.00
31 C -2.40160 -4.30496 0.47626  0.00
32 O -2.52636 -3.70012 -0.57933  0.00
33 N -3.21118 -5.24480 0.94090  0.00
34 N -1.48574 -3.96824 1.34652  0.00
35 H -3.87387 -5.54211 0.23909  0.00
36 H -3.16484 -5.66289 1.85914  0.00
37 H -1.66279 -4.28229 2.28999  0.00
38 H -1.04806 -3.08047 1.14556  0.00
39 C -3.34598 2.77830 2.04102  0.00
40 O -4.44798 2.41587 2.33707  0.00
41 N -2.48256 3.30761 2.87430  0.00
42 N -2.83390 2.46601 0.88804  0.00
43 H -2.59218 3.58534 3.83915  0.00
44 H -1.58861 3.44107 2.42357  0.00
45 H -3.51733 2.14246 0.21846  0.00
46 H -1.85750 2.23267 0.77718  0.00
47 C 5.84987 1.41964 -0.81074  0.00
48 O 6.95151 1.54588 -0.28927  0.00
49 N 4.71658 1.56047 -0.22266  0.00
50 N 5.59727 1.08971 -2.02238  0.00
51 H 3.82916 1.34368 -0.65346  0.00
52 H 4.76498 1.74959 0.76830  0.00
53 H 6.45809 0.89345 -2.51286  0.00
54 H 4.67845 1.07036 -2.44130  0.00
55 C -0.40727 -2.15445 -2.61182  0.00
56 O -0.70193 -3.12694 -3.23570  0.00
57 N -0.92414 -1.66873 -1.53891  0.00
58 N 0.38875 -1.20323 -3.02791  0.00
59 H -0.45117 -0.99343 -0.95550  0.00
60 H -1.73629 -2.09978 -1.12092  0.00
61 H 0.45326 -0.35149 -2.48894  0.00
62 H 0.90854 -1.42071 -3.86614  0.00
63 C -4.52702 -0.89003 3.14003  0.00
64 O -5.33076 0.03962 3.06697  0.01
65 N -3.60597 -1.14211 2.31033  0.00
66 N -4.54122 -1.70935 4.13499  0.00
67 H -3.03114 -1.90386 2.64109  0.00
68 H -3.33580 -0.62238 1.48754  0.00
69 H -5.26407 -1.78423 4.83641  0.00
70 H -3.75469 -2.31074 4.33446  0.00
71 C 2.96451 -0.05176 5.64308  0.00
72 O 2.91046 -1.19681 5.34326  0.00
73 N 3.63491 0.42198 6.62445  0.00
74 N 2.42999 0.97037 5.04406  0.00
75 H 4.09291 -0.27011 7.20008  0.00
76 H 3.37335 1.25794 7.12730  0.00
77 H 2.70488 1.91990 5.25128  0.00
78 H 2.12009 0.77554 4.10273  0.00
79 C 2.60525 5.30571 -0.12638  0.00
80 O 2.77955 6.51731 -0.09993  0.00
81 N 3.62693 4.48228 -0.35517  0.00
82 N 1.45935 4.71276 -0.15595  0.00
83 H 3.58348 3.47821 -0.25490  0.00
84 H 4.54365 4.82848 -0.11049  0.00
85 H 1.43612 3.71402 -0.30451  0.00
86 H 0.62615 5.09978 0.26368  0.00
87 C 1.21924 2.40818 -3.31772  0.00
88 O 2.00241 1.82453 -2.56507  0.00
89 N -0.01129 2.66588 -2.98503  0.00
90 N 1.56841 2.71124 -4.50109  0.00
91 H -0.57578 3.14971 -3.66866  0.00
92 H -0.24848 2.54840 -2.01033  0.00
93 H 2.55412 2.56517 -4.66582  0.00
94 H 0.88359 2.87501 -5.22519  0.00
95 C 2.71456 -3.56572 2.49991  0.00
96 C 2.93451 -3.54684 0.98871  0.00
97 C 1.66189 -3.87065 0.21887  0.00
98 O 3.48589 -2.32192 0.64884  0.00
99 H 2.07057 -2.76426 2.86191  0.00
100 H 3.57993 -3.35951 3.12976  0.00
101 H 2.20575 -4.45000 2.88366  0.00
102 H 3.58436 -4.39012 0.75490  0.00
103 H 2.03477 -4.00189 -0.79693  0.00
104 H 0.97455 -3.02472 0.22727  0.00
105 H 1.15665 -4.81519 0.42054  0.00
106 H 2.99019 -1.64103 1.10957  0.00

Atomic forces in eV per Å
P 0.6 -1.4 -0.1
F -0.1 0.1 1.3
F 1.0 0.6 -0.8
F 0.0 0.2 1.3
F -0.8 0.2 -0.6
F 0.1 -0.5 -0.7
F -0.7 0.6 0.3
C 1.3 1.8 1.6
O 0.6 -2.8 -1.9
O -0.6 -0.8 -2.2
C -0.7 0.5 -0.8
F -0.6 -1.2 1.1
F 0.9 0.6 0.6
F 0.5 0.1 0.5
C 0.2 1.2 -1.3
C -1.5 0.2 0.5
H 0.2 0.3 -0.2
H -0.3 -0.8 0.2
H 0.9 -0.1 0.6
H -0.8 0.0 0.0
H -0.2 0.9 0.9
H -0.3 -0.3 -0.1
C 3.2 -4.3 2.6
O 0.9 -1.3 -1.7
N 1.7 0.7 5.8
N -5.4 4.3 -5.9
H 0.2 0.2 -0.3
H -0.1 -0.2 0.1
H -0.2 0.8 -0.3
H -0.2 -0.5 -0.3
C -0.6 1.5 -1.0
O -0.8 -0.8 -0.5
N -2.1 -1.8 -0.8
N 2.2 1.0 2.1
H -0.2 -0.3 0.6
H 0.0 0.0 -0.5
H 0.7 0.5 0.0
H 0.3 -0.1 0.5
C -1.7 -1.6 2.0
O -2.6 0.8 0.8
N 3.3 2.0 1.6
N 1.9 -0.3 -4.2
H -0.4 -0.4 -0.5
H 0.1 0.4 0.8
H 0.4 -0.2 0.1
H -0.3 0.2 -0.1
C 1.9 0.2 1.4
O 0.4 0.1 0.0
N -3.9 1.4 4.7
N 1.9 -1.3 -5.4
H 0.1 -0.1 0.3
H -0.5 -0.2 -0.1
H -0.6 -0.1 -0.8
H 0.5 -0.1 -0.1
C 0.0 0.9 -1.2
O -0.6 -2.6 -1.1
N -3.7 0.4 5.8
N 3.4 1.6 -3.1
H -0.1 -0.3 -0.4
H 0.4 -0.5 0.0
H 0.6 -0.1 -0.7
H 0.2 0.5 0.4
C -4.8 5.2 0.4
O -0.4 -0.7 -0.3
N 4.8 -1.9 -3.7
N 0.1 -4.3 5.0
H 0.5 0.3 -1.1
H -0.2 0.3 0.5
H 0.0 0.7 -0.5
H -0.2 0.1 -0.1
C -0.5 0.3 -0.9
O -0.3 -3.2 -1.1
N 4.2 0.5 6.4
N -3.1 2.5 -4.0
H -0.1 0.1 0.1
H 0.0 -0.2 -0.4
H 0.0 -0.4 -0.2
H -0.3 0.4 0.0
C 2.2 2.5 -0.9
O -0.2 0.6 0.9
N 2.7 -1.6 0.1
N -4.5 -2.2 0.2
H -0.3 0.2 0.0
H -0.2 0.2 -0.3
H 0.0 0.2 0.3
H 0.4 0.3 -0.3
C 0.4 -1.9 3.7
O 0.9 -0.1 0.9
N -2.6 0.7 0.6
N 1.8 1.2 -5.0
H -0.3 0.1 0.8
H -0.4 0.0 -0.3
H -0.3 0.2 -0.7
H 0.6 0.2 -0.1
C -0.5 0.2 1.0
C -1.1 -1.4 2.0
C 0.5 0.4 -1.1
O 0.7 0.3 -1.0
H -0.4 0.4 -0.5
H 0.5 -0.4 -0.4
H 0.2 -0.4 -0.2
H 0.8 0.4 -0.1
H -0.4 0.3 -0.4
H -0.1 -0.1 0.0
H 0.1 0.1 0.6
H -0.1 0.3 0.0